{
  "formula": "C7H7ClO2PS",
  "method": "wB97M-V/def2-TZVPD",
  "charge": 1,
  "gap_ev": [6.46, 5.77],
  "symbols": ["C", "C", "C", "C", "C", "C", "C", "O", "O", "P", "S", "Cl", "H", "H", "H", "H", "H", "H", "H"],
  "xyz": [[-0.145, -2.099, -1.738], [-0.145, -0.953, -2.569], [0.125, -1.916, -0.346], [0.037, 0.337, -2.056], [0.372, -0.671, 0.181], [0.395, 0.458, -0.704], [0.373, -0.591, 1.632], [0.777, 1.689, -0.403], [-0.188, 0.665, 2.141], [0.227, 2.164, 1.703], [-1.382, 3.323, 2.274], [1.854, 2.779, 2.579], [-0.305, -3.092, -2.181], [-0.302, -0.962, -3.635], [-0.181, -2.713, 0.364], [-0.189, 1.125, -2.791], [-0.364, -1.405, 2.079], [1.460, -0.964, 1.981], [-2.419, 2.825, 1.489]],
  "forces_ev_per_angstrom": [[0.9, 0.9, 0.1], [0.2, 0.0, 0.8], [-1.7, -0.8, -1.1], [-0.9, -1.8, -0.7], [-0.5, 0.4, -1.8], [-0.3, 0.5, -0.4], [0.8, -2.5, 2.3], [-0.1, 0.5, 3.5], [1.1, 1.1, -0.3], [-1.0, -2.7, -2.5], [-0.3, 0.3, -0.1], [-0.1, 0.2, 0.1], [-0.1, 0.5, 0.4], [-0.2, -0.6, -0.1], [0.8, 0.3, -0.7], [0.7, 0.2, 1.0], [1.5, 1.9, -0.9], [-2.2, 1.7, 0.0], [1.2, -0.1, 0.3]]
}

{
  "formula": "C19H25N3OS2",
  "method": "wB97M-V/def2-TZVPD",
  "smiles": "CCCCNC(=O)CNC(=S)N(Cc1ccccc1)Cc1cccs1",
  "charge": 0,
  "gap_ev": 8.86,
  "symbols": ["C", "C", "C", "C", "N", "C", "O", "C", "N", "C", "S", "N", "C", "C", "C", "C", "C", "C", "C", "C", "C", "C", "C", "C", "S", "H", "H", "H", "H", "H", "H", "H", "H", "H", "H", "H", "H", "H", "H", "H", "H", "H", "H", "H", "H", "H", "H", "H", "H", "H"],
  "xyz": [[-1.282, 3.147, -1.791], [-0.133, 2.650, -0.922], [1.053, 3.611, -0.968], [2.202, 3.172, -0.067], [2.726, 1.883, -0.463], [3.084, 0.944, 0.424], [3.028, 1.084, 1.631], [3.531, -0.384, -0.206], [2.459, -1.346, -0.075], [1.413, -1.373, -0.936], [1.498, -0.579, -2.396], [0.331, -2.104, -0.582], [-0.719, -2.418, -1.536], [-2.066, -1.967, -1.041], [-2.319, -0.611, -0.882], [-3.537, -0.179, -0.390], [-4.517, -1.099, -0.057], [-4.276, -2.451, -0.222], [-3.054, -2.884, -0.707], [0.195, -2.689, 0.740], [0.327, -1.678, 1.838], [0.961, -1.814, 3.037], [0.898, -0.645, 3.829], [0.227, 0.360, 3.217], [-0.356, -0.094, 1.667], [-2.122, 2.458, -1.751], [-1.622, 4.124, -1.454], [-0.962, 3.234, -2.827], [0.190, 1.669, -1.276], [-0.471, 2.538, 0.110], [0.731, 4.605, -0.652], [1.413, 3.688, -1.997], [3.007, 3.917, -0.107], [1.875, 3.079, 0.972], [2.703, 1.654, -1.447], [3.777, -0.270, -1.262], [4.394, -0.766, 0.343], [2.279, -1.613, 0.884], [-0.469, -1.904, -2.468], [-0.720, -3.500, -1.719], [-1.554, 0.102, -1.148], [-3.722, 0.878, -0.265], [-5.469, -0.762, 0.327], [-5.039, -3.173, 0.032], [-2.870, -3.943, -0.835], [0.931, -3.492, 0.892], [-0.804, -3.137, 0.781], [1.458, -2.717, 3.346], [1.347, -0.560, 4.801], [0.043, 1.352, 3.574]],
  "forces_ev_per_angstrom": [[0.1, -0.1, 0.2], [0.0, 0.3, -0.2], [0.0, -0.4, 0.3], [0.0, 0.3, 0.1], [-0.1, 0.5, -0.3], [0.3, -0.5, -0.3], [0.1, 0.0, 0.3], [0.1, 0.3, 0.1], [-0.3, -0.3, 0.3], [0.2, -0.2, -0.1], [0.0, 0.4, -0.9], [0.2, 0.0, 0.2], [-0.2, 0.0, -0.3], [0.0, -0.1, 0.0], [-0.1, -0.1, -0.1], [0.0, 0.1, 0.0], [-0.1, 0.0, 0.0], [-0.1, 0.0, 0.1], [0.1, 0.0, -0.1], [0.0, -0.2, 0.2], [-0.2, 0.2, 0.1], [-0.1, -0.1, -0.3], [-0.1, 0.3, 0.1], [-0.2, -0.1, -0.2], [0.3, -0.3, 0.4], [-0.2, 0.0, -0.1], [-0.1, 0.1, 0.0], [0.0, 0.0, -0.1], [0.0, -0.1, 0.1], [0.0, 0.0, 0.1], [0.0, 0.1, -0.1], [0.0, 0.1, -0.1], [-0.1, 0.0, 0.1], [0.0, 0.1, -0.1], [0.0, -0.2, 0.1], [0.0, -0.1, 0.2], [-0.1, 0.1, 0.0], [0.0, 0.0, -0.1], [0.0, -0.2, 0.2], [0.0, 0.1, 0.0], [0.2, 0.1, 0.0], [0.0, 0.1, 0.0], [-0.1, 0.0, 0.0], [-0.1, 0.0, 0.0], [0.0, -0.1, 0.0], [-0.1, 0.1, 0.0], [0.2, 0.0, 0.0], [0.1, -0.2, 0.0], [0.1, 0.1, 0.2], [0.0, 0.2, 0.1]]
}

{
  "formula": "BH4NO2",
  "method": "wB97M-V/def2-TZVPD",
  "smiles": "NB(O)O",
  "charge": 0,
  "gap_ev": 10.16,
  "symbols": ["N", "B", "O", "O", "H", "H", "H", "H"],
  "xyz": [[1.209, -0.008, 0.029], [-0.171, -0.009, 0.031], [-0.786, 1.222, -0.010], [-0.784, -1.206, -0.027], [1.754, 0.737, -0.486], [1.710, -0.831, 0.163], [-1.788, 0.966, -0.028], [-1.759, -1.031, 0.141]],
  "forces_ev_per_angstrom": [[2.1, 2.7, -1.2], [1.0, 1.1, -0.6], [-3.8, -1.1, 0.1], [-3.3, -0.5, 0.8], [-1.1, -1.3, 1.3], [0.9, -1.4, 0.0], [2.5, 1.5, -0.1], [1.6, -1.0, -0.3]]
}

{
  "formula": "C6H9Br2N2",
  "method": "wB97M-V/def2-TZVPD",
  "charge": 1,
  "gap_ev": 8.59,
  "symbols": ["C", "C", "C", "C", "C", "C", "N", "N", "Br", "Br", "H", "H", "H", "H", "H", "H", "H", "H", "H"],
  "xyz": [[-0.647, 0.643, 0.440], [1.862, -0.651, -0.430], [-0.920, 0.273, -0.936], [0.034, -0.282, -1.664], [0.354, 0.200, 1.240], [-2.347, 0.513, -1.454], [0.494, 0.429, 2.561], [1.144, -0.981, 0.844], [0.234, -0.841, -3.353], [2.921, 0.851, -0.348], [-1.306, 1.344, 0.731], [2.274, -1.616, -0.916], [-2.726, -0.376, -1.907], [-2.302, 1.340, -2.243], [-3.015, 1.075, -0.684], [0.597, -0.239, 3.292], [0.878, 1.271, 2.939], [0.582, -1.788, 0.393], [1.887, -1.167, 1.496]],
  "forces_ev_per_angstrom": [[2.9, -2.2, -0.7], [-2.8, -1.2, -3.5], [-0.4, -0.4, -0.4], [3.0, -0.6, 2.6], [-2.4, -1.0, 0.0], [0.4, 3.5, 0.2], [0.6, 1.7, 1.9], [-0.2, -0.4, -4.0], [-0.1, -0.2, -0.8], [0.6, 0.3, 0.0], [-1.9, 2.3, 1.9], [-0.4, 1.9, 0.9], [-0.7, -0.5, 0.0], [0.1, -1.3, 0.6], [1.0, -1.8, -1.0], [-0.3, -1.2, -0.2], [0.0, 0.9, -0.5], [0.6, 1.0, 2.0], [-0.1, -0.7, 1.0]]
}

{
  "formula": "C2H2BrN2O3",
  "method": "wB97M-V/def2-TZVPD",
  "charge": -1,
  "gap_ev": 5.90,
  "symbols": ["N", "C", "O", "N", "C", "O", "O", "H", "H", "Br"],
  "xyz": [[-0.004, 2.383, -1.581], [-0.313, 1.934, -0.382], [-0.140, 1.409, 1.003], [0.319, 0.145, 0.990], [-0.381, -0.726, -0.030], [-1.701, -1.044, 0.020], [0.486, -1.268, -1.129], [1.355, 0.089, 0.873], [0.852, -0.477, -1.636], [-0.472, -2.445, 1.872]],
  "forces_ev_per_angstrom": [[-3.1, -4.0, 10.5], [4.1, 3.0, -6.9], [-1.8, 3.6, -3.9], [0.5, -3.3, -2.0], [-5.9, -3.5, 0.3], [8.0, 4.1, -2.0], [-1.2, 2.7, 1.8], [-1.0, 0.3, -0.2], [-0.7, -1.2, 1.1], [1.1, -1.6, 1.3]]
}

{
  "formula": "C4H8",
  "method": "wB97M-V/def2-TZVPD",
  "smiles": "C=C.C=C",
  "charge": 0,
  "gap_ev": 11.31,
  "symbols": ["C", "C", "H", "H", "H", "H", "C", "C", "H", "H", "H", "H"],
  "xyz": [[1.471, -1.100, -0.007], [2.576, -0.362, 0.053], [1.175, -1.823, 0.739], [0.820, -1.084, -0.888], [3.224, -0.115, 0.919], [2.734, 0.384, -0.719], [-2.034, 1.326, -0.106], [-1.940, -0.017, -0.033], [-1.253, 1.980, -0.523], [-3.024, 1.731, 0.050], [-0.950, -0.408, 0.130], [-2.799, -0.512, 0.384]],
  "forces_ev_per_angstrom": [[0.4, -0.3, -0.3], [-0.4, 1.5, 0.5], [0.1, 0.1, 0.3], [0.5, 0.1, 0.2], [-0.5, -1.1, -0.4], [0.1, -0.3, -0.4], [-0.3, -1.1, -1.2], [0.5, 2.3, 1.6], [-0.2, -0.3, 0.7], [0.0, 0.5, -0.2], [0.0, -0.7, -0.8], [-0.1, -0.6, -0.2]]
}

no.,E_tot (eV),largest force on an atom (Eh/bohr)
1,-44105.092,0.075
2,-48298.205,0.019
3,-6329.772,0.076
4,-149421.779,0.090
5,-81266.644,0.228
6,-4275.279,0.055